Molecular formula: C41H97BrClN11O5P4S3
Method: DFT, ωB97M-V with the def2-TZVPD basis set

XYZ file:
```
163
Properties=species:S:1:pos:R:3:forces:R:3:mulliken_charge:R:1
H 6.27117 6.84940 1.05482 -0.285 -0.148 -0.153 0.37
S 2.73643 -0.58797 2.35196 0.412 0.186 0.557 -0.22
C 3.76046 -7.70162 3.81539 -0.519 -0.190 0.420 -1.06
H 7.43434 6.87739 -0.21769 0.021 -0.134 -0.208 0.15
H 0.11262 0.83810 4.08143 -1.494 -0.754 -0.383 0.08
H -1.82774 2.45491 -2.39230 0.009 -0.024 0.106 0.31
H 4.85964 -7.44683 3.64932 -1.477 -0.279 0.160 0.28
H 4.24303 -4.77975 3.86986 -1.414 -0.585 0.420 0.35
H -6.74728 -3.44492 5.52381 -0.831 0.485 -1.134 0.12
H -3.93143 -1.71803 -2.20184 -0.072 -0.057 0.012 0.37
C -0.23428 -1.33590 3.83025 -0.154 0.630 -0.864 -0.36
H 6.80827 3.15776 -0.08660 0.084 -0.058 0.035 0.30
Cl 1.24790 -6.76772 6.54805 -0.432 1.014 0.295 -0.20
H -6.98329 -3.30887 3.70157 -0.588 0.453 1.294 -0.02
H 8.97882 3.53808 -1.79311 -0.345 -0.095 0.110 0.37
N -3.25508 -2.55018 -4.04932 -0.939 1.305 -0.600 0.29
H 6.61562 8.20613 -2.37368 0.056 0.073 0.039 0.28
C -3.42259 -5.89839 -5.92338 0.148 -0.184 0.145 -1.09
H 0.58799 -4.60097 -4.59135 -0.219 -0.180 0.225 0.38
H 1.70728 -0.95591 6.63138 -0.326 0.321 -0.901 0.51
P 1.18639 -4.79402 7.34710 0.118 0.442 1.716 0.17
N -2.25629 3.93072 -3.86640 -1.521 0.643 0.487 0.18
H -3.84220 -2.68404 -6.40739 0.255 -0.039 0.142 0.28
C -0.42799 -4.38767 -4.93825 -0.439 -0.009 -0.672 -0.83
H -6.24802 -5.14401 1.40215 0.252 1.343 -0.850 0.22
S -3.99934 -3.05800 3.98044 -0.304 1.986 0.176 -0.23
H 7.13192 5.36582 0.65084 0.138 -0.049 0.161 0.23
H 3.61953 -7.98364 4.92334 0.268 0.506 -1.625 0.22
H 3.18838 -5.22701 5.29602 -0.070 -0.001 -1.373 0.28
H -2.21041 -3.26033 -6.81568 0.059 0.013 0.177 0.28
H -0.85911 -5.27687 8.07028 0.361 0.550 0.444 0.32
H 1.25431 -4.47472 3.26244 1.083 0.943 0.377 0.26
C 1.21977 1.39115 1.05210 -0.042 -0.268 0.356 -0.21
N -3.28542 -4.51358 -5.49396 -1.513 -1.775 1.184 0.00
H -7.51334 0.03083 3.19190 1.338 -0.910 0.565 0.43
H -2.49292 -6.27171 -6.36725 -0.004 -0.015 -0.108 0.30
H -0.58009 -4.96089 -5.86077 0.097 -0.043 -0.180 0.23
O -1.15135 2.30709 -5.19271 0.286 1.524 -4.054 -0.84
C -7.41619 -3.01111 4.70936 -0.362 0.062 0.676 -0.55
H -8.64944 -1.16229 4.82566 1.607 -0.093 -0.083 0.43
H 2.33366 2.25473 -4.19917 -0.079 0.104 0.085 0.35
H 5.97793 5.56759 -5.06228 -0.023 0.098 0.040 0.35
C -5.82243 -4.18061 0.96568 0.940 -0.166 0.395 -0.81
H -1.67898 -6.23519 -2.46001 -0.071 0.161 -0.057 0.27
C -4.26041 -4.12048 1.38065 0.054 0.238 0.217 -0.08
H 7.93157 8.06889 -3.55337 -0.240 -0.236 -0.165 0.39
C 3.18381 -5.10781 4.16493 -0.222 0.168 -0.505 -0.64
H -2.17692 6.33386 -3.52924 0.164 -0.212 0.093 0.28
O -2.91348 -4.03191 -2.24182 -3.088 -3.070 -0.043 -0.81
H -6.36500 -3.29030 1.41811 0.508 -1.171 -0.650 0.22
C -6.71838 -0.64126 3.68908 -1.399 0.836 0.435 -0.12
C -7.53323 -1.40912 4.87549 0.075 -0.485 -0.716 -0.49
C 0.49781 6.11503 -5.41150 0.290 -0.148 -0.047 -1.11
H -3.52641 3.76615 -5.55320 0.021 -0.092 0.069 0.37
C 7.38849 7.53449 -2.76789 0.014 -0.067 0.556 -1.04
H 8.80160 5.18550 -1.21069 -0.145 0.113 -0.007 0.29
H -5.56657 1.30001 3.61086 -0.035 -1.202 0.894 0.40
C 8.43744 4.47646 -1.95848 0.553 -0.163 -1.054 -0.93
H 5.56289 2.85184 -1.30624 0.042 0.056 0.062 0.21
H 4.62179 4.45780 0.46098 -0.030 -0.026 0.228 0.41
C -3.23418 -3.57035 -6.59184 -0.919 0.726 -0.215 -0.86
N 0.87081 -1.04745 6.01922 -0.823 -2.424 0.913 -0.37
Br -0.96803 -4.67676 5.20561 0.414 1.208 0.005 0.05
C 1.65285 -3.03086 4.92792 0.669 -0.828 -0.558 -0.75
H 2.25501 3.74902 -5.16002 0.223 -0.006 0.067 0.33
C -3.89746 -2.73363 2.15530 -0.062 0.223 -1.835 -0.42
N 5.59747 5.93282 -0.70922 -1.103 0.051 1.371 0.18
N 6.83336 6.28286 -3.26135 1.158 0.136 -1.217 0.15
O -0.07914 -4.83209 8.48110 0.869 -0.822 -2.590 -0.41
C -3.49191 3.46071 -4.50305 0.186 0.033 -0.336 -0.95
H -3.81025 1.40894 5.56997 0.675 -1.180 -1.034 0.31
H 1.69443 -6.72299 3.63577 1.715 0.248 -0.325 0.22
H 0.74525 0.36738 0.83568 0.731 1.559 0.316 0.18
H 0.19641 7.09732 -5.78714 -0.019 -0.053 0.035 0.40
O 4.51348 6.27322 -2.75456 -1.578 -3.895 -1.227 -0.83
H 7.17244 2.19741 -1.53658 -0.013 0.062 0.004 0.47
H -0.66409 6.18624 -2.60606 0.019 -0.179 -0.014 0.26
H 2.68727 -3.36162 2.88301 -0.973 -0.276 1.160 0.26
H -3.16303 1.63834 3.88014 -0.297 -1.216 1.093 0.37
H -5.83495 0.57304 5.32948 0.593 -0.161 -1.549 0.42
H 0.25956 4.02038 -1.97131 -0.176 0.100 -0.143 0.03
H 3.40048 -1.05051 4.69703 -1.667 0.234 -0.720 0.29
N 7.00494 4.28424 -1.86843 -1.867 -1.593 -0.786 0.05
H -1.78423 -0.51051 5.82091 -0.351 1.163 -0.916 -0.11
H 3.44899 1.29115 0.93939 -0.876 -0.352 1.452 0.15
H 0.71972 5.50149 -6.28858 0.027 -0.009 0.089 0.33
H -8.45669 -3.49307 4.80793 1.591 0.673 -0.116 0.32
H -4.02296 -4.98413 2.08578 -0.229 1.000 -0.993 0.27
C 2.80041 -6.48816 3.41967 0.599 0.402 0.077 -0.36
P -0.86074 3.78580 -4.87612 -0.706 -1.627 7.365 0.85
H 7.29722 6.70875 -5.28334 0.069 -0.024 0.198 0.33
H 1.51777 4.89652 -2.85632 0.154 0.112 0.130 0.11
H -5.15981 -2.60346 -3.12411 0.081 0.034 0.055 0.36
C -1.08943 6.38815 -3.59241 -1.099 0.444 -0.116 -0.81
H -1.30626 -6.82458 -4.08304 0.171 -0.137 -0.045 0.32
H 2.61169 -2.95685 5.56961 -1.445 0.422 -0.684 0.53
H -1.38952 1.26623 5.72798 -0.858 -1.334 -0.727 0.38
H -2.43845 -0.59656 -4.08531 -0.248 -0.196 0.110 0.35
H -7.16315 -1.03229 5.88813 -0.432 -0.751 -1.355 0.24
H 2.31670 0.40882 4.55313 -0.002 -1.530 -0.495 0.61
C 2.65688 1.17231 1.76035 -0.858 0.533 -1.013 -0.21
H 2.92625 -6.31149 2.29287 -0.380 -0.179 1.521 0.31
P 5.69352 5.37378 -2.33381 3.683 6.337 2.095 0.94
H -1.57242 -1.74255 -5.03488 0.103 -0.088 0.075 0.12
C 0.57523 -3.61297 5.96355 -0.207 0.344 -0.313 0.36
H -5.89676 -4.15296 -0.17243 -0.123 -0.099 1.612 0.23
H -3.61559 -4.24385 0.43466 -0.875 0.352 1.545 0.10
H 4.16097 6.13209 0.84396 0.147 -0.014 -0.041 0.35
H -4.65293 -1.00763 -3.66141 0.160 -0.072 -0.127 0.28
H -3.25697 3.45119 -2.06366 -0.035 -0.017 -0.367 0.43
S -4.34276 -1.50990 6.58996 0.298 -0.211 -2.509 -0.09
H -4.66158 -1.97343 1.78003 1.051 -0.839 0.913 0.31
C -4.18782 -1.46532 4.90626 0.351 -0.349 0.478 0.02
H 3.49766 -8.63842 3.20815 0.429 1.384 0.784 0.33
H 2.83907 1.94744 2.57315 -0.141 -1.161 -0.969 0.37
C 1.13944 -1.51980 4.61629 1.533 -0.251 1.634 0.55
C -2.24826 3.46410 -2.48801 0.504 0.093 0.142 -1.14
H -3.67398 -6.54395 -5.07791 0.089 0.028 -0.035 0.32
C 6.42868 6.47926 -4.65826 -0.261 -0.287 0.029 -1.09
H -3.58507 2.36875 -4.46419 -0.003 0.022 -0.100 0.17
C 6.62499 3.06782 -1.16318 -0.215 0.019 0.166 -1.07
H 1.77192 3.25201 -2.27580 0.003 -0.120 -0.346 0.25
C -4.29437 -1.93927 -3.21284 -0.155 -0.366 0.051 -1.11
P -3.04214 -4.23920 -3.76500 5.247 5.420 -0.928 0.79
N -4.16897 -0.22219 4.10690 -1.048 -0.334 1.776 0.19
H 1.42467 6.23158 -4.83878 0.019 0.103 0.029 0.31
C -1.83218 0.38703 5.12870 0.632 1.003 -0.326 -0.07
H -4.22770 -6.01597 -6.65472 0.039 0.036 0.033 0.40
C -1.08958 -6.03276 -3.35587 -0.110 0.104 0.435 -1.06
H 1.33149 2.32011 -5.63546 -0.164 0.053 0.079 0.32
C 6.65869 6.25655 0.22036 0.515 -0.574 -0.138 -0.84
H -1.43520 -1.79738 -3.25283 0.097 0.068 -0.020 0.27
H -6.38660 -1.37083 2.88541 -0.147 0.952 1.142 -0.30
C -5.57643 0.34202 4.23019 -0.805 -0.301 -0.828 -0.89
H -0.05013 -1.58171 2.73476 -0.252 -0.033 1.396 0.48
C -2.12039 -1.64357 -4.09604 0.491 -0.219 -0.201 -0.95
H 1.28575 1.94590 0.05705 -0.014 -0.512 1.456 -0.11
C 1.66887 2.90470 -4.77788 -0.199 -0.329 -0.197 -1.13
H 5.70192 7.29317 -4.76536 -0.041 -0.088 -0.031 0.34
H -3.64058 -4.00457 -7.51244 0.030 -0.315 0.219 0.35
C -3.30178 0.84111 4.70329 1.348 0.973 0.102 -1.23
H 0.54703 1.93855 1.78838 0.689 -0.620 -1.155 0.10
C 4.43133 5.44928 0.03205 -0.305 0.224 -0.270 -1.06
C 1.03264 3.92169 -2.72791 -0.128 0.922 -0.029 -0.51
O -0.55026 -2.00980 7.66209 2.462 -1.220 -3.170 -0.56
H -1.24025 0.50838 2.88642 0.332 -0.630 1.283 0.54
H -0.87223 7.43776 -3.82043 0.239 -0.182 -0.245 0.36
H 3.55367 5.36884 -0.61196 0.129 0.044 -0.125 0.13
H 8.14302 7.35524 -1.99937 -0.121 0.020 0.125 0.25
H -1.07489 -1.99443 4.25285 1.502 0.571 -0.626 -0.38
H -0.03796 -6.11063 -3.06163 -0.043 0.097 -0.119 0.36
C -0.81328 0.17857 3.88701 1.069 -0.243 0.900 -0.31
C 0.18718 -2.20369 6.68197 -2.072 1.355 1.995 0.01
N 0.54062 3.37223 -3.97083 1.503 -0.791 -0.224 0.27
H -4.36845 3.89860 -4.01532 0.166 0.070 0.107 0.32
C 2.43440 -0.67592 4.19533 -0.147 1.325 -0.213 -1.19
C 2.15425 -3.93055 3.70996 -0.404 -1.341 0.227 -0.24
N -1.39452 -4.71304 -3.91117 0.990 -1.192 0.601 0.22
H 8.75079 4.81051 -2.94822 -0.140 0.176 0.173 0.29
H -1.69817 4.15160 -1.84228 0.146 -0.095 -0.018 0.26
H -2.87416 -2.32582 1.82958 -1.372 -0.755 0.785 0.26
N -0.55029 5.50402 -4.60452 0.253 -0.382 -2.578 0.00
H -0.41357 -3.33171 -5.19070 -0.254 0.023 -0.016 0.15
```
Positions in Å, forces in eV/Å.

The HOMO energy is -7.9 eV. The HOMO-LUMO gap is 6.705 eV. The LUMO energy comes out at -1.198 eV. For the energy relative to the best compared isomer or geometry (same formula, charge and spin), the calculation gives 1195.5 kJ/mol.